No. 1
This record from the Open Molecules 2025 dataset describes 11 unconnected molecules or ions with the total composition C22H66O16 at a distorted geometry. The level of theory is wB97M-V/def2-TZVPD.

Structure (ORCA input):
```
! wB97M-V def2-TZVPD RIJCOSX def2/J DEFGRID3
* xyz 0 1
O 0.921 3.140 -0.763
C 1.779 3.877 -1.602
C 0.976 4.518 -2.714
O 1.830 5.332 -3.464
H 1.425 2.709 -0.068
H 2.163 4.741 -1.059
H 2.574 3.251 -2.007
H 0.168 5.098 -2.268
H 0.455 3.770 -3.311
H 1.328 5.565 -4.248
O 4.869 -2.199 -0.314
C 4.809 -3.494 -1.013
C 3.653 -3.395 -2.013
O 4.045 -2.572 -3.115
H 5.385 -2.319 0.486
H 5.803 -3.645 -1.435
H 4.563 -4.194 -0.214
H 2.759 -2.987 -1.541
H 3.355 -4.398 -2.318
H 3.444 -1.835 -3.249
O -3.179 2.558 -3.311
C -2.155 1.577 -3.329
C -1.364 1.339 -4.659
O -0.475 0.238 -4.515
H -4.065 2.191 -3.346
H -1.403 1.856 -2.591
H -2.601 0.632 -3.018
H -0.713 2.195 -4.837
H -2.034 1.319 -5.519
H -0.032 0.192 -5.366
O -2.058 3.903 2.428
C -1.195 4.122 1.312
C -1.633 5.280 0.391
O -1.704 6.452 1.105
H -1.554 3.425 3.091
H -0.186 4.270 1.697
H -1.270 3.187 0.756
H -2.616 5.061 -0.027
H -0.871 5.393 -0.381
H -2.050 6.185 1.959
O 4.878 0.085 -2.093
C 3.801 0.925 -2.415
C 2.974 0.424 -3.643
O 2.025 -0.623 -3.318
H 4.575 -0.820 -1.989
H 3.168 1.121 -1.550
H 4.307 1.880 -2.556
H 3.653 0.004 -4.385
H 2.465 1.289 -4.068
H 1.142 -0.268 -3.446
C 1.247 -4.000 1.392
C 1.994 -5.250 1.704
O 1.051 -6.292 1.683
H 0.813 -4.000 0.392
H 1.913 -3.138 1.366
H 0.479 -3.742 2.122
H 2.520 -5.154 2.654
H 2.743 -5.430 0.933
H 0.666 -6.360 0.806
C -3.815 1.757 0.526
C -4.286 1.153 1.831
O -3.803 -0.164 1.920
H -4.486 1.360 -0.236
H -2.814 1.448 0.225
H -3.810 2.847 0.505
H -5.374 1.197 1.783
H -3.925 1.805 2.627
H -4.215 -0.564 2.689
C 2.525 0.835 3.298
C 2.282 2.289 2.857
O 2.563 2.353 1.415
H 1.953 0.560 4.184
H 3.597 0.636 3.314
H 2.094 0.267 2.474
H 3.003 2.979 3.296
H 1.267 2.594 3.114
H 3.023 3.191 1.328
C -1.630 -2.321 3.770
C -2.393 -1.391 4.611
O -3.764 -1.782 4.431
H -0.556 -2.139 3.753
H -2.023 -2.471 2.764
H -1.723 -3.304 4.232
H -2.216 -0.380 4.244
H -2.017 -1.369 5.633
H -3.926 -2.572 4.951
C 0.352 -0.297 -0.360
C -0.560 -0.567 0.830
O -1.664 -1.345 0.404
H 1.177 0.327 -0.017
H -0.210 0.240 -1.125
H 0.726 -1.217 -0.809
H -0.855 0.401 1.234
H 0.034 -1.164 1.521
H -2.412 -0.826 0.711
C -4.276 -4.255 0.877
C -2.992 -4.466 0.033
O -2.888 -3.446 -0.922
H -5.170 -4.420 0.275
H -4.380 -3.284 1.363
H -4.405 -4.989 1.672
H -3.022 -5.418 -0.496
H -2.101 -4.419 0.659
H -2.448 -2.659 -0.593
*
```

Calculated values
Max |F|, eV Å⁻¹: 2.3
Lowest unoccupied orbital energy, eV: 0.196
Orbital gap, eV: 9.6
Energy above the lowest of the compared OMol25 structures with the same formula, charge and spin, kcal/mol: 28.9
Calculated total energy, Eh: -2081.45846

Results of the Mulliken charge analysis, in e, for atoms 1 through 8: 0.334, -0.225, -0.001, -0.561, -0.066, 0.366, -0.019, 0.275

No. 2
This record from the Open Molecules 2025 dataset describes 12 unconnected molecules or ions with the total composition C22H68N14O12 at a distorted geometry. The level of theory is wB97M-V/def2-TZVPD.

Structure (ORCA input):
```
! wB97M-V def2-TZVPD RIJCOSX def2/J DEFGRID3
* xyz 0 1
N -0.409 2.595 1.579
C -0.583 2.375 2.902
N -0.011 3.309 3.723
O -1.115 1.337 3.289
H 0.056 3.376 1.150
H -0.575 1.786 0.999
H -0.314 3.327 4.683
H 0.176 4.230 3.363
N 1.609 -1.126 3.613
C 2.031 -0.522 4.765
N 1.148 0.397 5.232
O 3.135 -0.698 5.264
H 0.788 -1.041 3.038
H 2.149 -1.954 3.419
H 1.296 0.960 6.046
H 0.263 0.402 4.747
N 1.973 -2.421 -4.176
C 0.767 -2.282 -4.812
N 0.612 -1.066 -5.414
O -0.077 -3.163 -4.848
H 2.422 -1.654 -3.708
H 2.145 -3.363 -3.872
H -0.214 -0.832 -5.929
H 1.319 -0.371 -5.259
N 4.027 1.251 2.260
C 5.169 1.411 2.979
N 5.350 0.558 4.019
O 6.048 2.208 2.633
H 3.775 1.942 1.578
H 3.367 0.568 2.592
H 6.151 0.740 4.595
H 4.549 0.033 4.376
N 7.294 -2.545 2.219
C 6.105 -3.201 2.380
N 5.043 -2.341 2.511
O 5.992 -4.410 2.330
H 7.374 -1.548 2.130
H 8.159 -3.032 2.356
H 5.265 -1.365 2.606
H 4.130 -2.666 2.747
N 5.972 2.009 -0.174
C 4.742 1.922 -0.744
N 3.822 2.813 -0.240
O 4.456 1.053 -1.554
H 6.218 2.678 0.532
H 6.693 1.397 -0.507
H 4.164 3.604 0.277
H 2.887 2.841 -0.604
N -3.389 -6.172 -1.943
C -2.435 -5.194 -2.072
N -2.320 -4.649 -3.314
O -1.679 -4.898 -1.158
H -3.819 -6.615 -2.732
H -3.418 -6.647 -1.059
H -1.601 -3.940 -3.299
H -3.032 -4.620 -4.017
C -4.391 -0.352 -1.101
C -4.560 -1.084 -2.425
C -3.275 -1.160 -3.225
O -5.098 -2.385 -2.234
H -3.592 -0.820 -0.520
H -5.364 -0.398 -0.614
H -4.075 0.678 -1.267
H -5.257 -0.533 -3.073
H -2.643 -1.921 -2.744
H -2.684 -0.248 -3.218
H -3.412 -1.625 -4.202
H -5.975 -2.300 -1.852
C -0.144 -1.887 -1.007
C 0.028 -0.692 -0.100
C 1.464 -0.219 0.111
O -0.805 0.449 -0.444
H 0.317 -2.785 -0.590
H 0.384 -1.747 -1.954
H -1.203 -2.113 -1.121
H -0.374 -0.937 0.893
H 1.924 -0.806 0.905
H 1.396 0.839 0.368
H 2.124 -0.329 -0.752
H -1.745 0.239 -0.397
C -3.973 -2.678 3.420
C -2.567 -2.174 3.149
C -1.905 -2.986 2.032
O -2.671 -0.796 2.670
H -3.881 -3.755 3.572
H -4.658 -2.459 2.604
H -4.383 -2.224 4.324
H -1.924 -2.116 4.030
H -2.258 -4.021 2.077
H -0.815 -3.030 2.081
H -2.207 -2.668 1.033
H -2.047 -0.271 3.195
C 1.841 3.406 -2.808
C 0.388 3.049 -2.603
C -0.005 1.822 -3.404
O 0.176 2.898 -1.193
H 2.070 3.485 -3.872
H 2.471 2.561 -2.503
H 2.158 4.228 -2.169
H -0.278 3.846 -2.954
H 0.493 0.897 -3.088
H 0.432 1.911 -4.405
H -1.078 1.661 -3.484
H -0.172 1.994 -1.073
C -5.531 4.746 -0.803
C -4.001 4.750 -0.815
C -3.438 3.350 -0.857
O -3.609 5.371 -2.043
H -5.871 4.240 0.104
H -5.928 4.237 -1.681
H -5.923 5.763 -0.844
H -3.622 5.270 0.072
H -4.025 2.674 -0.221
H -2.403 3.175 -0.572
H -3.648 2.905 -1.836
H -3.894 6.288 -2.074
*
```

Calculated values
Max |F|, eV Å⁻¹: 2.1
Lowest unoccupied orbital energy, eV: 0.220
Orbital gap, eV: 9.7
Energy above the lowest of the compared OMol25 structures with the same formula, charge and spin, kcal/mol: 15.6
Calculated total energy, Eh: -2548.78056

Results of the Mulliken charge analysis, in e, for atoms 1 through 8: 0.266, 0.593, -0.428, -0.787, 0.141, -0.565, 0.272, 0.189

No. 3
This record from the Open Molecules 2025 dataset describes 16 unconnected molecules or ions with the total composition C22H77BNO19 at a distorted geometry. The level of theory is wB97M-V/def2-TZVPD.

Structure (ORCA input):
```
! wB97M-V def2-TZVPD RIJCOSX def2/J DEFGRID3
* xyz -1 1
C 0.781 5.210 -2.015
C 1.435 4.220 -1.092
O 2.544 4.314 -0.760
O 0.633 3.243 -0.694
C 0.015 3.568 0.602
C -0.952 2.443 0.926
B -0.253 0.986 1.279
O -0.615 -0.034 0.209
C 1.358 1.042 1.595
C 1.927 -0.392 1.572
O 2.769 -0.604 2.741
C 2.813 -0.535 0.335
N 2.828 -1.907 -0.246
H 1.278 6.169 -1.911
H 0.867 4.910 -3.057
H -0.268 5.339 -1.772
H -0.468 4.549 0.521
H 0.828 3.673 1.323
H -1.549 2.294 0.021
H -1.658 2.801 1.675
H -0.789 0.573 2.295
H -0.130 0.159 -0.605
H 1.952 1.616 0.880
H 1.477 1.402 2.613
H 1.150 -1.146 1.638
H 3.333 0.168 2.865
H 3.809 -0.204 0.616
H 2.488 0.152 -0.448
H 1.863 -2.228 -0.208
H 2.987 -1.783 -1.241
C 2.413 1.100 5.297
O 3.400 2.107 5.050
H 2.669 0.224 4.710
H 2.403 0.834 6.359
H 1.426 1.454 4.992
H 3.162 2.881 5.570
C -3.532 -0.009 3.561
O -2.616 0.939 4.101
H -3.086 -0.429 2.663
H -3.718 -0.810 4.277
H -4.476 0.480 3.299
H -3.008 1.311 4.899
C -3.414 5.254 -2.556
O -2.959 4.406 -1.512
H -4.071 6.005 -2.121
H -2.570 5.756 -3.043
H -3.968 4.669 -3.295
H -2.382 3.739 -1.901
C -4.283 -4.170 2.718
O -3.955 -3.198 3.710
H -5.292 -3.970 2.363
H -3.585 -4.106 1.884
H -4.247 -5.176 3.151
H -3.060 -3.383 4.011
C 6.842 -0.130 -0.290
O 5.804 0.230 -1.188
H 6.721 -1.185 -0.054
H 7.820 0.025 -0.757
H 6.776 0.453 0.632
H 5.900 1.165 -1.398
C 3.414 -4.299 3.770
O 2.358 -3.965 2.887
H 3.339 -5.361 3.999
H 4.384 -4.104 3.302
H 3.337 -3.728 4.700
H 2.440 -3.022 2.695
C 2.643 7.242 1.441
O 3.503 7.222 0.304
H 2.720 8.220 1.904
H 1.607 7.070 1.138
H 2.947 6.478 2.161
H 3.422 6.349 -0.096
C -2.936 -6.408 -0.157
O -2.701 -5.028 0.108
H -3.843 -6.705 0.364
H -3.068 -6.575 -1.227
H -2.100 -7.011 0.205
H -1.895 -4.776 -0.357
C -3.216 -8.112 -3.748
O -3.076 -8.933 -2.592
H -2.863 -7.115 -3.498
H -2.617 -8.506 -4.573
H -4.264 -8.053 -4.053
H -3.392 -9.812 -2.823
C 7.481 -4.244 -0.903
O 6.071 -4.409 -1.039
H 7.966 -5.112 -1.346
H 7.810 -3.343 -1.427
H 7.754 -4.177 0.153
H 5.645 -3.638 -0.645
C -6.830 3.109 -4.427
O -5.545 2.763 -3.925
H -6.696 3.742 -5.302
H -7.380 2.209 -4.716
H -7.397 3.659 -3.670
H -5.674 2.206 -3.148
C -3.831 -0.444 -2.412
O -3.459 0.545 -1.470
H -4.848 -0.238 -2.742
H -3.161 -0.419 -3.279
H -3.800 -1.438 -1.954
H -2.556 0.346 -1.179
C -7.164 -1.977 -4.422
O -6.904 -0.593 -4.215
H -8.055 -2.240 -3.856
H -7.339 -2.181 -5.481
H -6.325 -2.582 -4.068
H -6.113 -0.373 -4.719
C 4.139 -7.752 -1.149
O 5.538 -8.017 -1.146
H 3.614 -8.704 -1.177
H 3.857 -7.210 -0.244
H 3.870 -7.165 -2.031
H 5.984 -7.164 -1.121
C 1.307 11.425 1.014
O 2.148 10.511 1.706
H 0.406 11.567 1.606
H 1.806 12.390 0.887
H 1.030 11.026 0.035
H 2.942 10.388 1.173
*
```

Calculated values
Max |F|, eV Å⁻¹: 4.6
Lowest unoccupied orbital energy, eV: 1.901
Orbital gap, eV: 6.8
Calculated total energy, Eh: -2393.34750

Results of the Mulliken charge analysis, in e, for atoms 1 through 8: -0.960, 0.721, -0.561, -0.218, -0.446, -0.300, 0.494, -0.868

No. 4
This record from the Open Molecules 2025 dataset describes 16 unconnected molecules or ions with the total composition C22H78N26O16 at a distorted geometry. The level of theory is wB97M-V/def2-TZVPD.

Structure (ORCA input):
```
! wB97M-V def2-TZVPD RIJCOSX def2/J DEFGRID3
* xyz 0 1
C -2.769 -0.452 2.119
O -1.740 0.309 2.528
H -2.786 -1.416 2.628
H -3.707 0.068 2.312
H -2.948 -0.594 1.053
H -1.039 -0.301 2.287
C -5.026 -2.635 -0.146
O -4.083 -1.689 -0.705
H -5.491 -3.169 -0.975
H -4.647 -3.486 0.421
H -5.681 -2.050 0.499
H -3.652 -2.219 -1.380
C 5.016 2.232 -0.998
O 5.463 3.368 -0.910
N 4.967 1.380 0.043
N 4.544 1.653 -2.126
H 5.217 1.874 0.887
H 4.537 0.467 -0.010
H 3.976 0.820 -2.070
H 4.601 2.308 -2.892
C -2.493 -3.431 -3.876
O -2.487 -3.241 -2.698
N -2.718 -4.560 -4.432
N -2.168 -2.559 -4.782
H -2.732 -5.434 -3.927
H -2.434 -4.651 -5.397
H -1.972 -1.661 -4.365
H -2.114 -2.652 -5.786
C -1.775 1.339 -3.902
O -1.953 0.247 -4.327
N -0.949 1.536 -2.969
N -2.579 2.295 -4.229
H -0.311 0.804 -2.690
H -0.981 2.477 -2.605
H -2.385 3.247 -3.954
H -3.222 2.249 -5.006
C -2.985 -6.177 -1.038
O -3.393 -6.388 -2.156
N -2.998 -6.919 -0.022
N -2.452 -5.055 -0.578
H -3.361 -7.862 -0.024
H -2.753 -6.414 0.818
H -2.031 -5.005 0.339
H -2.287 -4.361 -1.293
C -2.492 5.272 -1.895
O -1.940 4.156 -1.739
N -2.271 6.120 -2.828
N -3.468 5.712 -1.192
H -2.662 7.051 -2.856
H -1.738 5.734 -3.594
H -3.595 5.125 -0.381
H -3.931 6.584 -1.406
C 0.190 -3.246 3.970
O 0.915 -4.168 3.625
N 0.560 -2.194 4.627
N -0.996 -3.004 3.385
H 1.567 -2.196 4.703
H 0.061 -1.318 4.687
H -1.182 -3.585 2.580
H -1.533 -2.320 3.900
C 4.325 -2.044 -1.883
O 3.642 -1.039 -1.731
N 4.334 -2.798 -2.941
N 4.912 -2.607 -0.871
H 4.803 -3.692 -2.933
H 3.845 -2.336 -3.694
H 4.890 -2.191 0.049
H 5.593 -3.283 -1.186
C 1.417 5.788 1.059
O 1.632 5.019 1.935
N 1.037 5.523 -0.110
N 1.465 7.106 1.190
H 0.919 6.257 -0.794
H 0.974 4.565 -0.426
H 1.652 7.520 2.092
H 1.263 7.738 0.429
C 1.597 -2.315 -4.432
O 1.273 -2.780 -5.514
N 0.977 -2.685 -3.370
N 2.252 -1.234 -4.285
H 0.205 -3.292 -3.606
H 0.857 -2.055 -2.590
H 2.389 -0.679 -5.118
H 2.740 -0.868 -3.479
C 4.907 -1.405 2.493
O 5.475 -2.150 1.713
N 3.616 -1.460 2.630
N 5.545 -0.699 3.407
H 3.036 -1.817 1.885
H 3.146 -1.192 3.483
H 6.543 -0.825 3.326
H 5.140 -0.112 4.122
C 1.248 -5.751 -0.126
O 0.926 -6.308 -1.142
N 2.428 -5.435 -0.020
N 0.542 -5.618 0.922
H 2.786 -6.095 0.656
H 2.843 -5.407 -0.940
H 0.907 -5.046 1.671
H -0.364 -6.062 0.948
C 1.566 1.498 3.703
O 1.152 0.387 3.784
N 0.899 2.575 3.521
N 2.796 1.753 3.674
H -0.109 2.591 3.449
H 1.359 3.383 3.128
H 3.441 1.125 4.133
H 3.024 2.653 3.277
C -3.348 3.153 1.387
C -2.572 3.920 2.519
C -3.383 5.146 2.900
O -3.538 6.246 1.945
C -2.318 7.035 1.826
N -2.400 2.906 3.547
H -3.839 2.215 1.646
H -2.582 2.881 0.661
H -4.032 3.833 0.879
H -1.574 4.181 2.167
H -3.160 5.597 3.867
H -4.313 4.640 3.162
H -2.415 7.806 1.063
H -1.552 6.357 1.450
H -2.184 7.611 2.742
H -1.989 2.042 3.224
H -3.286 2.597 3.919
C -0.535 -2.143 -0.362
C 0.921 -1.619 -0.252
C 0.991 -0.233 0.336
O 0.422 0.796 -0.425
C 0.353 2.177 0.132
N 1.709 -2.588 0.449
H -0.991 -2.284 0.618
H -0.628 -3.098 -0.879
H -1.214 -1.402 -0.784
H 1.395 -1.574 -1.233
H 2.013 0.116 0.480
H 0.464 -0.316 1.286
H 1.314 2.600 0.423
H -0.446 2.270 0.868
H -0.095 2.776 -0.661
H 1.598 -3.529 0.100
H 2.664 -2.325 0.256
*
```

Calculated values
Max |F|, eV Å⁻¹: 11.3
Lowest unoccupied orbital energy, eV: -0.193
Orbital gap, eV: 8.7
Calculated total energy, Eh: -3512.63960

Results of the Mulliken charge analysis, in e, for atoms 1 through 8: -0.855, -0.252, 0.194, 0.606, 0.322, -0.315, -0.762, -0.388

| no. | HOMO level (eV) |
| --- | --- |
| 1 | -9.4 |
| 2 | -9.5 |
| 3 | -4.9 |
| 4 | -8.9 |